{"formula": "C21H33N3O3", "method": "ωB97M-V with the def2-TZVPD basis set", "elements": ["C", "H", "H", "C", "C", "C", "N", "C", "H", "H", "H", "C", "H", "C", "C", "N", "C", "O", "C", "H", "C", "N", "C", "O", "C", "H", "H", "C", "C", "C", "C", "C", "C", "C", "H", "H", "O", "C", "H", "H", "H", "H", "H", "H", "H", "H", "H", "H", "H", "H", "H", "H", "H", "H", "H", "H", "H", "H", "H", "H"], "coordinates": [[-6.43, -3.57, -0.04], [-6.30, -4.61, -0.32], [-7.06, -3.09, -0.78], [-5.08, -2.86, 0.06], [-5.25, -1.40, 0.46], [-3.92, -0.64, 0.63], [-3.45, 0.14, -0.51], [-3.09, -0.66, -1.67], [-3.96, -1.07, -2.19], [-2.45, -1.48, -1.35], [-2.53, -0.04, -2.37], [-4.31, 1.26, -0.86], [-5.07, 0.97, -1.60], [-3.53, 2.46, -1.41], [-2.57, 3.05, -0.37], [-1.55, 2.09, -0.04], [-0.25, 2.39, 0.08], [0.19, 3.52, -0.01], [0.63, 1.17, 0.34], [0.66, 0.58, -0.58], [2.06, 1.57, 0.75], [2.41, 0.64, 1.79], [1.40, -0.13, 2.24], [1.48, -0.98, 3.10], [0.14, 0.29, 1.50], [-0.42, -0.58, 1.18], [-0.49, 0.86, 2.19], [3.76, 0.55, 2.29], [4.70, 0.05, 1.22], [5.73, 0.83, 0.73], [6.58, 0.38, -0.27], [6.38, -0.89, -0.81], [5.33, -1.68, -0.33], [4.51, -1.21, 0.67], [3.70, -1.83, 1.04], [5.19, -2.66, -0.76], [7.14, -1.44, -1.80], [8.22, -0.70, -2.31], [8.68, -1.33, -3.07], [7.88, 0.23, -2.78], [8.96, -0.47, -1.53], [7.37, 1.01, -0.61], [5.90, 1.82, 1.15], [4.08, 1.53, 2.65], [3.74, -0.15, 3.13], [2.77, 1.50, -0.08], [2.06, 2.60, 1.12], [-1.89, 1.13, 0.00], [-3.13, 3.32, 0.54], [-2.08, 3.95, -0.75], [-4.24, 3.23, -1.71], [-2.96, 2.17, -2.29], [-4.84, 1.58, 0.05], [-3.13, -1.36, 0.88], [-4.00, 0.06, 1.46], [-5.79, -1.36, 1.41], [-5.87, -0.88, -0.27], [-4.46, -3.37, 0.80], [-4.57, -2.93, -0.90], [-6.95, -3.53, 0.92]], "multiplicity": 1, "e_homo_ev": -8.4, "max_force_ev_per_a": 0.54, "e_tot_ev": -32926.243, "lumo_ha": 0.0238, "relative_energy_kj_mol": 118.93, "smiles": "CCCCN(C)CCCNC(=O)[C@@H]1CC(=O)N(Cc2ccc(OC)cc2)C1", "homo_lumo_gap_ev": 9.059}

---

{"formula": "C4H11NO2", "method": "ωB97M-V with the def2-TZVPD basis set", "elements": ["O", "C", "C", "C", "C", "N", "H", "H", "H", "H", "H", "H", "H", "H", "H", "H", "H", "O"], "coordinates": [[1.16, 0.11, 1.92], [1.73, -0.14, 0.87], [1.01, 0.08, -0.51], [-0.57, -0.15, -0.59], [-1.44, 0.30, -1.85], [1.83, -0.87, -1.35], [2.82, -0.25, 0.80], [1.35, 1.02, -0.86], [-0.84, 0.47, 0.22], [-0.68, -1.27, -0.36], [-1.63, 1.36, -1.79], [-0.92, 0.08, -2.86], [-2.45, -0.14, -1.92], [1.32, -1.32, -2.14], [1.90, -1.71, -0.82], [-2.06, 0.30, 3.75], [-0.82, 0.97, 3.66], [-1.71, 1.16, 3.82]], "multiplicity": 1, "e_homo_ev": -9.8, "max_force_ev_per_a": 3.84, "e_tot_ev": -9909.875, "lumo_ha": 0.0197, "relative_energy_kj_mol": 228.42, "smiles": "CC[C@H](N)C=O.O", "homo_lumo_gap_ev": 10.355}

---

{"formula": "C18H17N3O2S", "method": "ωB97M-V with the def2-TZVPD basis set", "elements": ["C", "C", "C", "C", "C", "C", "C", "H", "H", "N", "C", "O", "C", "H", "H", "S", "C", "N", "N", "C", "O", "C", "C", "C", "C", "C", "C", "C", "H", "H", "H", "H", "H", "H", "H", "H", "H", "H", "H", "H", "H"], "coordinates": [[-0.86, -2.24, 3.88], [-0.13, -1.85, 2.63], [-0.30, -2.58, 1.46], [0.38, -2.25, 0.31], [1.25, -1.16, 0.30], [1.42, -0.41, 1.46], [0.74, -0.77, 2.61], [0.89, -0.19, 3.51], [2.08, 0.44, 1.46], [1.93, -0.87, -0.88], [2.45, 0.32, -1.27], [2.47, 1.34, -0.62], [3.09, 0.28, -2.66], [4.07, -0.19, -2.60], [3.21, 1.30, -3.03], [2.17, -0.70, -3.90], [0.64, 0.13, -3.76], [0.11, 0.98, -4.57], [-1.07, 1.35, -4.02], [-1.20, 0.70, -2.90], [-0.14, -0.11, -2.68], [-2.29, 0.80, -1.92], [-1.76, 1.25, -0.58], [-0.84, 2.29, -0.50], [-0.35, 2.71, 0.72], [-0.80, 2.11, 1.89], [-1.71, 1.07, 1.82], [-2.18, 0.64, 0.59], [-2.89, -0.18, 0.55], [-2.06, 0.60, 2.73], [-0.42, 2.44, 2.84], [0.37, 3.51, 0.76], [-0.51, 2.78, -1.41], [-2.78, -0.17, -1.82], [-3.02, 1.53, -2.30], [1.90, -1.60, -1.59], [0.25, -2.83, -0.59], [-0.97, -3.43, 1.46], [-0.52, -3.21, 4.24], [-1.93, -2.32, 3.68], [-0.71, -1.51, 4.67]], "multiplicity": 1, "e_homo_ev": -8.4, "max_force_ev_per_a": 1.57, "e_tot_ev": -38342.679, "lumo_ha": 0.0167, "relative_energy_kj_mol": 185.58, "smiles": "Cc1ccc(NC(=O)CSc2nnc(Cc3ccccc3)o2)cc1", "homo_lumo_gap_ev": 8.898}

---

{"formula": "C10H12ClNPYb", "method": "ωB97M-V with the def2-TZVPD basis set", "elements": ["C", "C", "C", "C", "C", "Yb", "P", "H", "H", "H", "H", "H", "H", "H", "H", "Cl", "C", "C", "C", "C", "N", "C", "H", "H", "H", "H"], "coordinates": [[-2.46, -0.21, -0.21], [-2.56, -1.33, -1.31], [-2.13, -2.49, -0.73], [-1.56, -2.26, 0.53], [-1.64, -0.93, 0.88], [-0.51, -1.02, -0.98], [-2.13, 1.42, -1.15], [-3.48, 0.03, 0.26], [-3.08, -1.37, -2.27], [-2.14, -3.54, -1.15], [-1.20, -0.62, 1.88], [-1.11, -3.05, 1.12], [-1.59, 2.15, -0.09], [-3.16, 2.13, -1.87], [-1.01, 1.12, -2.13], [4.19, -1.12, 2.16], [3.28, -0.02, 1.24], [3.62, 1.33, 1.19], [2.87, 2.22, 0.43], [1.71, 1.74, -0.17], [1.42, 0.42, -0.14], [2.12, -0.44, 0.61], [4.53, 1.66, 1.68], [3.08, 3.30, 0.41], [1.10, 2.40, -0.81], [1.84, -1.50, 0.64]], "multiplicity": 2, "e_homo_ev": [-4.1, -4.4], "max_force_ev_per_a": 8.94, "e_tot_ev": -65385.394, "lumo_ha": [-0.0086, -0.0085], "relative_energy_kj_mol": 21.32, "homo_lumo_gap_ev": [3.884, 4.211]}

---

{"formula": "C11H9ClO", "method": "ωB97M-V with the def2-TZVPD basis set", "elements": ["C", "C", "C", "C", "C", "C", "C", "C", "C", "C", "C", "O", "Cl", "H", "H", "H", "H", "H", "H", "H", "H", "H"], "coordinates": [[1.44, -3.16, 0.01], [2.48, -2.30, -0.30], [0.23, -2.55, 0.46], [2.34, -0.92, -0.32], [-0.01, -1.25, 0.23], [1.07, -0.37, -0.21], [0.89, 1.10, -0.16], [-2.32, 1.82, 0.05], [-0.96, 1.67, 0.04], [1.63, 2.20, -0.05], [-3.76, 1.61, -0.07], [-1.42, 3.05, 0.04], [3.34, 2.30, 0.06], [1.39, -4.25, 0.17], [3.56, -2.51, -0.52], [-0.63, -3.02, 0.88], [3.19, -0.39, -0.48], [-1.04, -0.98, 0.54], [1.04, 3.20, 0.08], [-4.28, 2.39, -0.66], [-4.32, 1.53, 0.98], [-3.84, 0.85, -0.78]], "multiplicity": 3, "e_homo_ev": [-5.5, -8.6], "max_force_ev_per_a": 6.04, "e_tot_ev": -26113.367, "lumo_ha": [0.0127, -0.0158], "homo_lumo_gap_ev": [5.851, 8.187]}

---

{"formula": "C21H22Cl3O4", "method": "ωB97M-V with the def2-TZVPD basis set", "elements": ["C", "C", "O", "C", "C", "C", "O", "C", "C", "C", "C", "C", "C", "O", "H", "H", "H", "H", "H", "H", "H", "H", "H", "H", "H", "H", "H", "H", "H", "H", "H", "Cl", "C", "Cl", "C", "O", "C", "C", "C", "C", "C", "C", "C", "Cl", "C", "H", "H", "H", "H", "H"], "coordinates": [[-3.70, 1.05, 3.83], [-2.45, 0.29, 3.44], [-1.66, 1.14, 2.58], [-0.35, 0.80, 2.30], [0.12, 1.71, 1.13], [1.65, 1.55, 0.77], [2.17, 0.45, 0.75], [2.29, 2.80, 0.12], [1.67, 3.23, -1.21], [0.47, 4.21, -1.21], [-0.93, 3.66, -0.96], [-1.41, 3.69, 0.49], [-0.37, 3.13, 1.43], [0.31, -0.03, 2.88], [-4.35, 0.40, 4.41], [-3.46, 1.93, 4.43], [-4.26, 1.37, 2.95], [-1.85, 0.01, 4.31], [-2.68, -0.60, 2.86], [2.30, 3.64, 0.83], [3.34, 2.55, -0.04], [2.46, 3.73, -1.80], [1.43, 2.33, -1.77], [0.71, 5.03, -0.52], [0.45, 4.63, -2.23], [-1.66, 4.18, -1.59], [-0.94, 2.63, -1.32], [-1.60, 4.71, 0.84], [-2.35, 3.13, 0.59], [-0.78, 3.10, 2.45], [0.51, 3.78, 1.46], [-0.55, 0.96, -0.27], [-0.19, -3.80, 0.48], [-1.20, -3.46, 1.81], [-0.77, -3.68, -0.88], [-1.92, -3.29, -1.13], [0.18, -4.02, -1.99], [1.58, -4.18, -1.72], [2.40, -4.73, -2.73], [1.91, -5.01, -3.99], [0.55, -4.72, -4.27], [-0.30, -4.21, -3.28], [2.05, -3.90, -0.40], [3.70, -4.13, -0.02], [1.17, -3.58, 0.64], [3.41, -5.03, -2.47], [2.56, -5.47, -4.76], [0.15, -4.90, -5.27], [-1.36, -3.98, -3.49], [1.54, -3.12, 1.54]], "multiplicity": 1, "e_homo_ev": -2.7, "max_force_ev_per_a": 2.79, "e_tot_ev": -67891.757, "lumo_ha": 0.0895, "charge": -1, "relative_energy_kj_mol": 0.00, "homo_lumo_gap_ev": 5.168}